Entry from the OMol25 dataset: a molecular structure, C4H9N5 in a non-equilibrium geometry (ωB97M-V/def2-TZVPD).

Each line ends with the natural charge from an NBO analysis.
Atoms and positions in Å:
C -0.359 0.773 2.535  -0.40
C -0.655 -0.049 0.442  0.17
C 0.654 0.599 -1.372  0.51
C -0.139 -1.087 -0.251  0.20
H 0.692 0.208 2.494  0.19
H -0.050 1.752 2.396  0.19
H -0.940 0.787 3.738  0.19
H -1.926 -0.603 1.774  0.40
H -0.929 2.050 -0.140  0.33
H 1.249 2.708 -2.462  0.44
H 1.857 0.921 -3.000  0.42
H -0.544 -2.785 -0.773  0.37
H 0.584 -2.858 0.512  0.36
N -1.378 0.288 1.564  -0.64
N 0.118 1.006 -0.104  -0.53
N 1.359 1.438 -2.216  -0.84
N 0.778 -0.793 -1.302  -0.54
N -0.449 -2.453 0.249  -0.82

Values from the calculation:
HOMO-LUMO gap (eV): 7.4
Max |F| (eV/A): 7.45
Calculated total energy (Eh): -431.371453
Multiplicity: 1

Entry from the OMol25 dataset: 4 unconnected molecules or ions with the total composition C3H14N2O2 in a non-equilibrium geometry (ωB97M-V/def2-TZVPD).

Each line ends with the natural charge from an NBO analysis.
Atoms and positions in Å:
N 0.860 -1.359 1.082  -0.87
C -0.059 1.354 -1.774  -0.64
C -0.828 0.356 -0.919  -0.27
N -1.064 0.922 0.386  -0.28
C -1.202 -0.014 1.429  -0.35
H 0.771 -1.667 0.075  0.46
H -0.672 2.198 -2.127  0.20
H 0.780 1.711 -1.174  0.26
H 0.345 0.866 -2.634  0.23
H -0.211 -0.554 -0.741  0.33
H -1.774 0.102 -1.411  0.23
H -0.252 1.483 0.746  0.48
H -2.137 -0.583 1.358  0.24
H -1.175 0.501 2.384  0.23
H -0.369 -0.811 1.381  0.31
H 1.258 -0.459 1.418  0.46
H 2.261 1.479 1.171  0.46
O 1.338 1.240 0.993  -1.24
H 1.384 -2.097 1.553  0.39
H 0.648 -2.593 -1.898  0.45
O 0.100 -2.076 -1.299  -1.08

Values from the calculation:
HOMO-LUMO gap (eV): 5.6
Max |F| (eV/A): 6.38
Calculated total energy (Eh): -382.415453
Multiplicity: 1